Molecular formula: C2CrF3NO5S2
Method: DFT, ωB97M-V with the def2-TZVPD basis set

```
14
C2CrF3NO5S2 ωB97M-V with the def2-TZVPD basis set
Cr -1.637 0.103 -2.041
N -0.158 -0.324 1.196
S -0.939 1.162 1.087
O -2.113 0.875 -0.106
S 0.763 -0.756 -0.021
O 0.223 -0.374 -1.367
O 1.171 -2.150 0.126
C 2.393 0.174 0.022
F 2.235 1.438 -0.335
F 2.876 0.128 1.255
F 3.254 -0.405 -0.802
O -3.197 -0.837 -0.945
C -3.125 -0.185 0.123
O -3.653 -0.273 1.203
```

Its total energy is -72046.684 eV. The HOMO-LUMO gap (alpha / beta) comes out at 6.14 / 7.81 eV. As for the total charge: -1. As for the expectation value of S²: 8.75. The spin multiplicity is 6. The highest occupied orbital energy (alpha / beta) comes out at -3.37 / -4.99 eV. For the largest force on an atom, the calculation gives 0.03674 Eh/bohr.

Löwdin population analysis, charges in e, atoms 1 to 4: 0.5996, -0.5416, 0.8541, -0.5737

=====

Molecular formula: C2CsF3NO7S2
Method: DFT, ωB97M-V with the def2-TZVPD basis set

```
16
C2CsF3NO7S2 ωB97M-V with the def2-TZVPD basis set
N 0.663 0.735 -0.506
S -0.856 1.226 -0.834
O -0.766 2.647 -1.191
O -1.304 0.361 -1.959
S 1.529 -0.531 -0.168
O 0.464 -1.577 -0.330
O 2.636 -1.529 -0.243
C 2.720 0.591 0.834
F 2.833 1.800 0.293
F 2.253 0.698 2.069
F 3.979 0.172 0.922
Cs -1.688 -2.711 -2.585
O -1.722 1.044 0.408
C -3.429 -0.798 1.061
O -4.193 -0.425 1.876
O -3.120 -1.703 0.353
```

Its total energy is -48265.615 eV. The HOMO-LUMO gap comes out at 5.65 eV. As for the total charge: -1. The highest occupied orbital energy comes out at -4.51 eV. The relative energy (zero: lowest compared OMol25 entry of this formula, charge and spin) comes out at 0.00 kJ/mol. For the largest force on an atom, the calculation gives 0.08208 Eh/bohr.

Löwdin population analysis, charges in e, atoms 1 to 4: -0.3533, 0.3887, -0.3728, -0.5300

=====

Molecular formula: C2CuO6V2
Method: DFT, ωB97M-V with the def2-TZVPD basis set

```
11
C2CuO6V2 ωB97M-V with the def2-TZVPD basis set
V 14.092 -18.704 -9.538
V 16.786 -20.695 -12.183
Cu 16.544 -16.075 -12.418
C 16.166 -18.387 -10.997
O 15.666 -19.434 -10.714
O 15.807 -17.318 -10.550
O 16.516 -18.304 -12.149
C 16.282 -23.307 -11.194
O 17.085 -22.850 -12.028
O 15.684 -24.419 -11.179
O 15.571 -22.256 -10.963
```

Its total energy is -110360.225 eV. The HOMO-LUMO gap (alpha / beta) comes out at 5.64 / 7.03 eV. As for the total charge: +1. As for the expectation value of S²: 20.01. The spin multiplicity is 9. The highest occupied orbital energy (alpha / beta) comes out at -10.77 / -12.88 eV. For the largest force on an atom, the calculation gives 0.20226 Eh/bohr.

Löwdin population analysis, charges in e, atoms 1 to 4: 0.9115, 1.3510, 0.7620, -1.1348